No. 1
Entry from the OMol25 dataset: a 2-piece molecular cluster, C8H16N2 overall in a non-equilibrium geometry (ωB97M-V with the def2-TZVPD basis set).

```
26
Properties=species:S:1:pos:R:3:forces:R:3
N -0.76902 -1.45430 -0.80858 -0.073 -1.248 0.100
N 1.61578 -0.83024 1.22342 -0.241 -0.716 1.068
C 2.85721 -1.04288 0.53691 0.269 -0.099 -0.232
C 1.30014 1.13735 -0.99183 -0.265 -0.342 0.287
C -0.09381 1.44780 1.04422 0.106 -0.010 -0.093
C 0.90090 -1.82493 1.53969 0.868 0.301 0.407
C -3.12806 0.52638 -0.58901 0.006 0.022 -0.109
C -0.74789 -0.19931 -0.79941 0.873 0.515 0.218
C -1.87994 0.53663 -1.46995 -0.249 0.107 0.033
C 0.31127 0.71152 -0.20253 -0.645 0.876 -1.049
H 1.15826 -2.86493 1.30623 -0.001 -0.012 -0.132
H -0.54667 0.76596 1.75987 -0.021 0.033 0.131
H 0.02688 -1.65673 2.15295 -0.318 -0.012 -0.030
H 1.54228 0.64128 -1.91732 -0.106 -0.021 -0.265
H -3.42455 -0.49908 -0.38089 -0.025 -0.058 0.029
H -2.10697 0.03021 -2.40906 0.085 0.010 -0.014
H 1.92713 1.96591 -0.70684 0.205 0.109 0.175
H 3.12931 -0.11676 0.02867 0.091 -0.169 -0.033
H -0.00934 -1.90728 -0.27664 -0.389 0.625 -0.650
H -3.94966 1.03005 -1.09500 -0.082 0.040 0.033
H -1.57541 1.56165 -1.68648 -0.027 -0.030 -0.050
H 3.62678 -1.27450 1.27488 0.042 0.019 -0.010
H 0.77694 1.91285 1.49778 0.026 0.015 0.079
H 2.81578 -1.86020 -0.19302 0.028 0.013 0.009
H -2.94315 1.03130 0.35707 -0.044 0.043 0.093
H -0.81417 2.23223 0.80486 -0.114 -0.010 0.007
```
Forces are in eV/Å.

## Properties
- total charge = 0
- molar mass (u) = 140.23
- DFT total energy (hartree) = -423.8425
- largest force on an atom (hartree/bohr) = 0.029
- highest occupied orbital energy (eV) = -8.99
- SMILES string = [H]/N=C(/CC)C(=C)C.C=NC
- energy above the lowest of the compared OMol25 structures with the same formula, charge and spin (eV) = 2.6418

---

No. 2
Entry from the OMol25 dataset: C18H26BBr18N2O4 as an isolated structure in a non-equilibrium geometry (ωB97M-V with the def2-TZVPD basis set).

```
69
Properties=species:S:1:pos:R:3:forces:R:3
Br 8.10569 -0.67422 -0.03995 -0.143 0.132 -0.093
Br 6.44097 -5.00374 3.59488 -0.065 0.092 -0.176
Br -12.70737 4.30943 1.77916 0.067 0.125 0.037
Br 3.41549 -2.50039 5.37140 -0.022 0.172 -0.045
Br -8.82600 3.18709 1.41866 0.122 -0.021 0.147
Br 4.93851 0.25108 4.77972 -0.169 -0.104 -0.036
Br -11.80047 7.17125 0.68932 0.019 -0.115 0.120
Br 5.95044 -5.17709 0.43581 0.279 -0.086 0.409
Br -8.13335 1.48680 4.03159 0.067 0.126 -0.085
Br 5.29070 -2.48346 2.00377 0.070 -0.104 0.063
Br -4.63210 2.31159 0.45987 0.068 -0.003 0.115
Br 7.48673 1.14550 -2.58974 -0.097 -0.046 0.140
Br -3.93910 0.61318 3.07063 -0.058 0.062 -0.015
Br -2.66606 3.51373 2.67541 -0.104 -0.041 -0.022
Br 2.11091 -0.33999 3.40319 0.056 -0.011 0.067
Br -6.87402 4.39577 3.63859 -0.190 0.068 0.030
Br -10.53536 6.01719 3.38180 -0.119 0.179 -0.030
Br 5.39615 1.00193 -0.18190 1.140 0.212 0.568
O -1.09208 -2.00996 -5.19324 0.680 -0.852 0.676
O 1.66870 2.70914 0.01990 0.623 -0.623 -0.642
O 1.45418 2.68565 -2.17724 0.099 -1.055 0.320
O 3.13000 -2.82287 -0.92770 0.965 1.681 0.287
N 1.77976 -1.85696 -3.43328 -2.019 0.906 0.558
N 1.83041 -0.27349 -1.91813 -0.347 -0.314 -1.000
C -0.73296 0.84719 0.94447 0.126 -0.874 0.118
C 2.54002 -1.09914 -2.66832 2.976 -0.147 -1.072
C -1.67085 -3.28111 -3.01934 0.433 0.295 0.085
C 2.39069 0.66423 -0.94429 -0.790 -0.050 0.617
C 3.95829 -3.77766 -1.84178 -2.927 2.392 2.451
C -8.39086 3.24991 3.29380 -0.049 -0.171 -0.084
C -12.09692 6.07731 2.24719 -0.072 -0.036 -0.076
C 4.29490 -2.28202 -1.48855 -0.441 -2.282 -1.415
C 4.04094 -1.25548 -2.69390 -0.242 -1.119 2.315
C -0.80739 -0.32565 -0.07465 0.467 0.498 -0.148
C 0.43609 -1.51009 -3.15579 0.186 -0.838 -0.834
C -4.18596 2.37842 2.33587 0.043 -0.028 -0.005
C 5.36844 -4.40973 2.11173 -0.046 0.012 0.124
C 7.26541 0.93112 -0.68784 0.318 -0.076 -0.045
C 3.22711 -0.62457 4.95661 0.121 -0.067 0.023
C -0.72596 0.13717 -1.57771 1.297 -0.393 0.616
C 1.79796 2.08169 -0.99634 -0.549 1.201 0.659
C 0.47239 -0.53985 -2.22689 -1.071 0.516 0.357
B -0.80705 -2.25116 -3.85815 -0.710 -0.166 0.191
H -5.03024 2.82515 2.84704 0.089 -0.115 -0.079
H -1.08025 -3.65811 -2.16673 -0.321 0.150 -0.191
H -1.07683 1.80007 0.52348 -0.135 -0.302 0.301
H -1.96723 -4.13928 -3.64147 -0.107 0.372 0.144
H -2.57959 -2.80619 -2.60535 0.230 -0.224 -0.181
H 4.58359 -0.34778 -2.41923 -0.177 -0.027 -0.589
H 7.75538 1.76939 -0.20927 -0.094 -0.009 -0.005
H -9.23919 3.68737 3.80171 0.044 -0.020 -0.020
H -0.55593 1.22274 -1.65728 -0.543 -0.258 0.181
H -1.68903 -0.96641 0.05222 0.128 0.339 0.057
H 3.50231 0.74094 -0.96794 -1.478 -0.290 -0.801
H 0.31271 0.97474 1.26752 -0.378 0.199 -0.156
H 4.35975 -4.75987 2.28837 0.038 0.033 -0.032
H 3.98058 -4.50190 -1.01971 1.365 -0.541 -1.400
H 5.16819 -2.11193 -0.84156 -0.519 -0.006 -0.201
H -12.88615 6.54498 2.82029 0.057 -0.020 -0.005
H -1.63866 -0.13547 -2.11855 0.305 0.192 -0.029
H 0.07085 -0.96579 0.12484 -0.455 -0.030 -0.091
H 2.72284 -0.16508 5.79615 -0.009 -0.008 -0.069
H -1.29028 0.55368 1.84845 0.065 0.476 -0.384
H 1.07475 2.04124 -2.79416 0.367 0.099 -0.180
H 2.14187 0.26282 0.05252 0.094 0.306 -0.265
H -0.35284 -2.33459 -5.72849 -0.200 0.658 -0.429
H 4.41367 -1.74825 -3.59476 -0.188 0.551 -0.036
H 3.09921 -3.87302 -2.51733 1.298 -0.755 -0.941
H 2.03345 -2.57719 -4.08941 0.533 0.185 0.134
```
Forces are in eV/Å.

## Properties
- total charge = +1
- molar mass (u) = 1783.50
- DFT total energy (hartree) = -47468.7238
- largest force on an atom (hartree/bohr) = 0.088
- highest occupied orbital energy (eV) = -11.48